Below is one molecule with the formula C4H7NO2, with properties calculated with ωB97M-V with the def2-TZVPD basis set.

Geometry as XYZ:
```
14
Properties=species:S:1:pos:R:3:forces:R:3:mulliken_charge:R:1
C 0.003 0.757 1.672 -0.021 -0.017 0.018 -1.128
C 0.118 0.064 0.345 0.136 -0.331 -0.077 0.539
N 0.490 -1.148 0.177 -0.152 0.494 -0.092 -0.414
O 0.790 -1.818 1.340 0.062 -0.299 0.279 -0.403
C -0.049 0.723 -0.989 0.297 -0.080 0.037 0.006
C -0.589 -0.108 -2.053 0.070 -0.184 -0.227 -0.365
O -1.326 1.004 -1.545 -0.185 0.096 0.108 -0.427
H 0.993 0.865 2.131 -0.129 -0.021 -0.085 0.320
H -0.452 1.746 1.578 0.069 -0.185 -0.079 0.330
H -0.598 0.153 2.359 0.086 0.080 -0.116 0.332
H 1.024 -2.687 0.988 -0.011 0.127 0.340 0.386
H 0.700 1.479 -1.233 -0.085 -0.105 0.058 0.334
H -0.155 -0.055 -3.047 -0.305 0.294 -0.055 0.255
H -1.013 -1.070 -1.776 0.166 0.132 -0.108 0.236
```
Positions in Å, forces in eV/Å.

- Charge: 0
- Structure (SMILES): C/C(=N\O)[C@H]1CO1
- Orbital gap: 10.8 eV
- Energy relative to the best compared isomer or geometry (same formula, charge and spin): 363.19 kJ/mol
- Total energy: -361.742527 Ha

Below is C20H47InN3O7 as an isolated structure at a distorted geometry, with properties calculated with ωB97M-V with the def2-TZVPD basis set.

Geometry as XYZ:
```
78
Properties=species:S:1:pos:R:3:forces:R:3:mulliken_charge:R:1
C 0.103 -7.105 4.120 -0.195 0.686 -0.494 -0.798
C 0.070 -5.876 3.099 0.965 1.007 -2.673 0.812
O 0.491 -5.972 1.922 -1.134 -0.429 3.984 -0.565
O -0.492 -4.619 3.481 0.232 -2.930 -0.070 -0.402
C -1.632 -4.422 2.573 -1.353 1.323 -0.510 -0.192
C -2.646 -3.251 3.077 1.260 -0.331 -1.243 -0.238
C -3.777 -3.131 1.942 1.017 -0.227 -0.114 -0.696
In -5.886 -2.886 2.703 -0.473 0.283 -0.519 0.560
C -6.720 -4.689 3.776 -0.340 -1.181 0.458 -1.048
C -5.673 -5.874 4.040 -1.102 -0.784 -0.245 -0.316
C -5.316 -6.721 2.715 -0.259 1.948 -1.729 0.409
N -4.635 -8.034 2.962 -0.873 1.027 0.056 -0.531
O -5.586 -6.319 1.558 0.775 -1.705 3.950 -0.562
H 1.071 -7.677 3.907 -1.549 0.723 0.327 0.301
H 0.029 -6.791 5.208 0.159 -0.239 -1.465 0.287
H -0.821 -7.747 3.879 1.484 0.889 0.301 0.153
H -2.169 -5.434 2.496 0.487 1.526 -0.079 0.136
H -1.237 -4.085 1.546 -0.685 -0.717 1.537 0.033
H -3.034 -3.434 4.130 0.551 0.125 -1.322 0.374
H -2.009 -2.289 3.044 -0.995 -1.401 0.422 0.109
H -3.745 -4.091 1.314 -0.143 1.256 0.732 0.229
H -3.487 -2.270 1.233 -0.456 -1.315 1.016 0.083
H -6.125 -1.393 3.712 0.226 -0.295 -0.016 -0.378
H -6.938 -2.629 1.235 0.202 -0.065 0.232 -0.374
H -7.197 -4.412 4.791 0.854 -0.382 -1.410 0.308
H -7.582 -5.146 3.160 1.276 0.715 0.807 0.246
H -4.726 -5.521 4.566 -0.965 -0.552 -0.815 0.150
H -6.179 -6.638 4.742 1.042 0.817 -0.935 0.324
H -3.652 -7.992 2.670 -0.729 -0.079 -0.169 0.284
H -5.171 -8.741 2.444 0.733 0.379 -0.067 0.287
C 1.103 3.007 1.106 -0.267 -0.111 -0.269 -0.796
O 1.226 2.476 -0.204 0.321 0.214 0.372 -0.289
C 2.510 1.905 -0.464 -0.119 -0.397 -0.645 -0.634
C 2.409 0.385 -0.597 -0.176 0.319 0.552 -0.168
N 2.121 -0.241 0.692 0.047 -0.003 -0.237 -0.319
C 1.748 -1.656 0.592 -0.210 0.143 0.220 -0.757
C 0.462 -1.999 -0.174 0.029 -0.392 0.318 -0.595
O -0.728 -1.550 0.463 0.333 0.157 -0.404 -0.306
C -1.073 -0.202 0.190 -0.324 -0.236 0.311 -0.720
H 0.162 3.557 1.159 0.061 -0.063 -0.085 0.251
H 1.069 2.207 1.850 0.120 0.088 0.157 0.364
H 1.923 3.694 1.333 0.046 -0.026 0.076 0.288
H 3.252 2.195 0.288 -0.164 -0.073 0.145 0.423
H 2.840 2.313 -1.425 -0.001 0.003 0.044 0.197
H 3.356 -0.006 -0.984 -0.020 -0.013 0.019 0.369
H 1.623 0.169 -1.328 0.073 0.090 -0.224 0.169
H 1.356 0.254 1.138 0.115 -0.064 -0.093 0.090
H 1.632 -2.018 1.619 -0.052 -0.091 -0.124 0.415
H 2.586 -2.213 0.157 -0.040 0.053 -0.074 0.392
H 0.387 -3.091 -0.201 -0.009 0.052 0.068 0.421
H 0.491 -1.676 -1.221 -0.013 0.205 0.016 0.342
H -0.767 0.113 -0.811 0.118 0.009 0.035 0.345
H -0.643 0.458 0.948 0.042 0.205 -0.141 0.163
H -2.159 -0.111 0.262 0.078 -0.115 0.001 0.381
C 3.897 5.041 -1.493 0.008 -0.233 -0.272 -0.822
O 3.008 4.587 -2.501 0.072 0.367 0.336 -0.277
C 1.796 5.339 -2.568 -0.295 -0.260 -0.578 -0.816
C 1.742 6.164 -3.854 0.393 0.032 0.443 -0.222
N 2.710 7.261 -3.820 -0.101 -0.092 -0.204 -0.333
C 2.899 7.922 -5.114 0.275 -0.100 0.211 -0.686
C 3.476 7.081 -6.263 0.061 0.448 -0.121 -0.472
O 4.830 6.686 -6.070 -0.382 -0.190 -0.006 -0.438
C 4.999 5.511 -5.292 0.361 0.182 -0.096 -0.509
H 4.710 4.317 -1.408 -0.109 -0.004 -0.054 0.246
H 4.331 6.008 -1.761 0.001 0.117 0.184 0.382
H 3.392 5.113 -0.525 0.015 0.067 0.019 0.287
H 1.649 5.965 -1.682 0.186 0.030 -0.060 0.422
H 0.980 4.610 -2.593 0.019 0.043 0.056 0.345
H 0.736 6.576 -3.976 0.041 0.010 -0.005 0.413
H 1.941 5.485 -4.690 -0.182 -0.161 -0.013 0.178
H 3.608 6.901 -3.516 -0.165 0.032 -0.005 0.075
H 3.583 8.758 -4.937 -0.033 -0.034 -0.134 0.367
H 1.946 8.358 -5.431 -0.006 -0.109 -0.018 0.399
H 3.479 7.716 -7.155 0.052 -0.019 0.053 0.351
H 2.849 6.218 -6.515 0.040 -0.104 0.170 0.344
H 4.176 4.804 -5.418 -0.053 0.076 0.085 0.270
H 5.123 5.771 -4.238 -0.122 -0.212 0.085 0.155
H 5.923 5.023 -5.614 -0.077 0.085 -0.059 0.330
```
Positions in Å, forces in eV/Å.

- Charge: -1
- Orbital gap: 6.5 eV
- Total energy: -1671.101753 Ha

Below is C28H25N2NbOS2Si as an isolated structure at a distorted geometry, with properties calculated with ωB97M-V with the def2-TZVPD basis set.

Geometry as XYZ:
```
60
Properties=species:S:1:pos:R:3:forces:R:3:mulliken_charge:R:1
Nb 6.738 -20.477 2.221 0.030 0.923 -3.754 0.672
C 3.613 -18.204 0.168 -0.375 -0.313 0.675 -1.335
C 4.544 -19.354 0.351 0.667 0.570 -1.306 0.973
N 5.633 -19.130 1.037 2.132 -2.263 2.640 0.094
N 5.855 -18.281 2.138 -0.655 -0.958 -0.566 -0.443
C 7.134 -18.090 2.525 0.688 1.092 -0.031 0.702
S 8.624 -18.907 2.002 -1.607 -1.125 -0.164 -0.124
S 7.223 -17.001 3.842 -1.613 -0.372 0.808 0.068
C 8.644 -15.956 3.667 1.824 0.299 0.360 -0.912
C 8.203 -14.699 2.963 -0.699 0.737 1.287 0.891
C 7.986 -14.771 1.606 -1.024 -0.210 -0.867 0.068
C 7.559 -13.658 0.858 0.040 0.290 1.799 -0.792
C 7.371 -12.451 1.547 1.287 -1.049 1.117 -0.493
C 7.515 -12.412 2.989 -0.494 1.804 -0.956 -0.417
C 7.850 -13.523 3.717 0.956 -1.527 -0.711 -0.528
C 4.472 -20.626 -0.385 1.745 0.232 1.791 0.122
C 3.723 -20.658 -1.529 -0.998 -2.645 -0.875 -0.946
C 3.277 -21.908 -2.027 1.562 1.112 0.768 -0.680
C 3.799 -23.064 -1.456 -0.212 -0.103 -0.168 -0.445
C 4.910 -23.036 -0.604 -0.004 0.949 0.314 -0.541
C 5.218 -21.834 -0.023 0.179 0.960 0.409 0.858
O 6.284 -21.830 0.928 -1.087 1.564 0.798 -0.880
H 2.580 -18.537 0.318 0.160 0.116 -0.150 0.399
H 3.870 -17.447 0.917 -0.188 -0.033 -0.264 0.404
H 3.704 -17.773 -0.829 0.039 -0.074 -0.085 0.382
H 8.977 -15.767 4.734 -0.228 -0.250 -1.302 0.458
H 9.457 -16.467 3.092 -0.540 0.337 0.704 0.374
H 7.938 -15.775 1.142 0.626 0.616 0.039 0.137
H 7.361 -13.718 -0.195 0.133 -0.049 -0.301 0.423
H 7.336 -11.576 0.926 -0.661 0.534 0.295 0.408
H 7.387 -11.443 3.555 -0.019 -1.121 -0.944 0.309
H 7.927 -13.512 4.824 0.033 0.064 -0.920 0.339
H 3.533 -19.809 -2.125 -0.714 1.174 -0.033 0.460
H 2.681 -21.877 -2.912 -0.576 -0.456 -0.178 0.443
H 3.356 -24.022 -1.641 0.046 -0.390 -0.652 0.479
H 5.550 -23.873 -0.375 -0.379 -0.384 0.089 0.500
C 7.890 -25.067 6.575 0.611 -0.176 -1.111 -0.449
C 8.307 -24.672 5.287 0.638 -0.628 -0.075 -0.508
C 7.824 -23.457 4.754 1.452 -1.935 -1.118 -0.249
C 6.812 -22.795 5.359 0.149 2.649 -0.574 0.406
C 6.471 -23.140 6.654 -0.621 -0.159 -0.560 -0.328
C 6.984 -24.267 7.249 0.482 0.299 -1.252 -0.659
Si 6.059 -21.147 4.565 -0.737 -1.913 4.213 0.690
C 4.220 -21.588 4.595 0.218 0.801 -1.964 0.515
C 3.861 -22.926 4.328 0.616 -0.960 -0.119 -0.264
C 2.568 -23.230 3.942 -0.948 -0.215 -0.277 -0.569
C 1.539 -22.232 3.805 1.297 -1.435 0.108 -0.482
C 1.906 -20.938 4.104 0.100 1.052 0.408 -0.760
C 3.249 -20.583 4.395 -0.496 -1.438 0.097 -0.392
H 8.278 -25.980 7.046 -0.214 0.408 -0.354 0.386
H 9.000 -25.330 4.669 -0.821 1.100 1.063 0.317
H 8.273 -23.090 3.822 -0.257 -0.316 0.060 0.112
H 5.717 -22.571 7.126 -0.702 0.467 0.780 0.423
H 6.635 -24.528 8.188 -0.456 -0.500 1.817 0.474
H 6.271 -20.135 5.717 0.106 0.059 -1.242 -0.103
H 4.640 -23.761 4.382 -1.251 1.299 0.050 0.245
H 2.339 -24.288 3.744 -0.042 0.596 0.041 0.389
H 0.532 -22.530 3.445 0.790 0.396 0.556 0.433
H 1.138 -20.170 4.190 0.208 -0.030 -0.442 0.412
H 3.552 -19.561 4.493 -0.195 0.528 0.227 0.532
```
Positions in Å, forces in eV/Å.

- Charge: +2
- Orbital gap: 4.3 eV
- Total energy: -2408.837275 Ha